# 1
# C36H99N18O5P5

A cluster of 8 separate species, C36H99N18O5P5 in total at a distorted geometry (ωB97M-V/def2-TZVPD, OMol25).

Geometry as XYZ:
```
163
Properties=species:S:1:pos:R:3:mulliken_charge:R:1
C 1.30 5.54 -0.20 -0.953
N 2.75 5.65 -0.20 0.345
C 3.34 6.94 -0.51 -1.089
P 3.70 4.53 0.59 0.142
O 5.13 4.79 0.41 -0.913
N 3.27 4.51 2.21 0.356
C 3.89 5.49 3.08 -0.989
C 2.10 3.84 2.73 -0.426
N 3.10 3.07 0.09 0.700
C 3.58 1.85 0.73 -1.086
C 2.70 2.87 -1.30 -0.890
H 0.97 4.67 0.35 0.011
H 0.93 5.42 -1.23 0.380
H 0.84 6.46 0.17 0.508
H 3.83 7.39 0.37 0.287
H 2.58 7.65 -0.81 0.418
H 4.12 6.86 -1.27 0.312
H 3.75 5.22 4.12 0.315
H 4.95 5.57 2.84 0.315
H 3.46 6.50 2.95 0.338
H 2.19 3.77 3.82 0.490
H 1.19 4.45 2.57 0.206
H 1.92 2.86 2.29 -0.150
H 4.07 2.18 1.64 0.353
H 2.70 1.26 0.98 0.097
H 4.23 1.28 0.06 0.403
H 3.54 2.53 -1.92 0.342
H 2.33 3.79 -1.74 0.398
H 1.92 2.11 -1.36 -0.164
C -2.72 5.22 -7.17 -1.091
N -2.94 4.63 -5.86 0.245
C -3.90 5.28 -4.99 -0.903
P -1.97 3.40 -5.30 0.458
O -0.98 3.03 -6.32 -0.988
N -1.34 3.97 -3.86 0.492
C -0.73 5.28 -3.86 -1.128
C -0.56 2.99 -3.10 -0.289
N -2.93 2.14 -4.84 0.452
C -3.62 2.07 -3.57 -1.745
C -3.49 1.31 -5.89 -1.113
H -3.60 5.04 -7.80 0.339
H -1.86 4.78 -7.67 0.334
H -2.58 6.31 -7.09 0.368
H -4.49 6.01 -5.55 0.438
H -3.46 5.81 -4.14 0.290
H -4.61 4.55 -4.58 0.170
H 0.32 5.24 -4.19 0.258
H -1.27 5.95 -4.52 0.447
H -0.75 5.72 -2.86 0.278
H -0.38 3.35 -2.09 -0.118
H -1.10 2.04 -3.00 -0.235
H 0.37 2.75 -3.64 0.446
H -3.16 2.70 -2.81 0.594
H -4.67 2.38 -3.65 0.343
H -3.64 1.04 -3.21 0.504
H -4.46 0.91 -5.57 0.434
H -2.83 0.50 -6.20 0.221
H -3.72 1.90 -6.79 0.346
C -1.55 1.49 0.28 -1.211
N -2.05 0.16 -0.03 1.326
C -3.49 0.14 -0.24 -0.021
P -1.13 -0.85 -0.97 -0.782
O -1.04 -0.48 -2.40 -0.989
N 0.36 -0.79 -0.25 1.562
C 1.52 -1.10 -1.09 -0.585
C 0.46 -0.77 1.20 -0.536
N -1.82 -2.32 -0.67 0.792
C -2.45 -2.73 0.56 -1.138
C -1.72 -3.37 -1.69 -0.871
H -1.87 2.23 -0.46 0.186
H -0.46 1.49 0.28 0.150
H -1.85 1.78 1.29 0.298
H -3.86 -0.88 -0.17 0.370
H -3.78 0.54 -1.22 -0.913
H -3.98 0.67 0.58 0.422
H 1.36 -2.01 -1.68 0.132
H 1.64 -0.30 -1.82 -0.076
H 2.39 -1.22 -0.46 0.171
H 1.34 -1.33 1.53 0.231
H 0.43 0.21 1.67 -0.327
H -0.35 -1.40 1.58 0.338
H -2.50 -1.98 1.34 0.344
H -3.46 -3.09 0.33 0.100
H -1.94 -3.61 0.98 0.376
H -2.59 -4.01 -1.57 0.173
H -0.81 -3.96 -1.53 0.195
H -1.69 -2.93 -2.68 0.177
C 0.75 -2.31 4.51 -0.521
N 0.74 -0.87 4.79 0.698
C 1.99 -0.20 4.50 -0.645
P -0.29 -0.42 6.01 0.246
O 0.01 -0.97 7.34 -0.876
N -0.27 1.23 6.05 0.268
C 0.75 1.87 6.88 -1.015
C -0.80 2.06 4.98 -0.770
N -1.79 -0.86 5.46 0.345
C -2.17 -0.85 4.07 -1.366
C -2.67 -1.62 6.34 -1.071
H -0.29 -2.67 4.51 0.178
H 1.24 -2.84 5.32 0.447
H 1.03 -2.56 3.49 -0.264
H 2.70 -0.22 5.33 0.406
H 1.86 0.84 4.18 0.036
H 2.50 -0.69 3.67 -0.031
H 0.52 2.92 7.04 0.377
H 0.80 1.36 7.85 0.307
H 1.77 1.75 6.48 0.270
H -0.10 2.06 4.13 0.146
H -1.76 1.63 4.70 0.153
H -1.03 3.05 5.37 0.486
H -3.06 -0.23 3.91 0.473
H -1.37 -0.45 3.45 0.036
H -2.39 -1.88 3.74 0.694
H -2.44 -1.34 7.37 0.351
H -2.57 -2.70 6.21 0.290
H -3.70 -1.33 6.15 0.357
C 2.45 -5.45 -1.34 -0.803
N 3.12 -6.40 -0.44 0.367
C 3.31 -7.69 -1.06 -1.082
P 4.38 -5.76 0.42 0.248
O 5.51 -5.23 -0.37 -0.913
N 3.69 -4.56 1.34 0.196
C 2.32 -4.62 1.84 -0.393
C 4.22 -3.21 1.23 -1.163
N 4.85 -7.01 1.38 0.271
C 6.26 -7.17 1.71 -1.086
C 3.90 -7.74 2.21 -1.156
H 2.32 -4.48 -0.87 -0.059
H 1.46 -5.83 -1.60 0.425
H 3.04 -5.34 -2.25 0.335
H 4.10 -7.71 -1.82 0.363
H 2.36 -8.03 -1.49 0.376
H 3.64 -8.44 -0.34 0.302
H 1.72 -3.86 1.34 -0.135
H 1.93 -5.62 1.67 0.378
H 2.35 -4.44 2.92 0.336
H 3.66 -2.62 0.49 0.351
H 4.14 -2.71 2.20 0.295
H 5.25 -3.25 0.90 0.440
H 6.75 -6.23 1.93 0.283
H 6.36 -7.89 2.52 0.411
H 6.80 -7.63 0.87 0.300
H 2.90 -7.61 1.80 0.401
H 3.84 -7.32 3.22 0.306
H 4.15 -8.79 2.20 0.443
C 0.18 -0.35 -5.12 0.292
C -0.37 -1.70 -5.03 0.435
N -0.81 -2.76 -4.98 -0.602
H 0.68 -0.22 -6.08 0.390
H 0.85 -0.21 -4.28 -0.070
H -0.63 0.38 -5.07 -0.374
C -6.86 1.01 -1.62 -0.081
C -7.51 2.02 -0.80 0.279
N -7.99 2.82 -0.13 -0.388
H -7.05 0.02 -1.20 0.303
H -5.78 1.17 -1.59 -0.338
H -7.16 1.06 -2.67 0.308
C -5.86 -4.97 -1.25 -0.489
C -6.60 -4.74 -2.48 0.286
N -7.18 -4.56 -3.45 -0.358
H -6.54 -5.41 -0.51 0.322
H -5.54 -4.03 -0.80 -0.003
H -5.00 -5.62 -1.39 0.247
```

Frontier orbital gap   8.55 eV
Calculated total energy   -122448.1905 eV
Highest occupied orbital energy   -8.60 eV
SMILES string   CN(C)P(=O)(N(C)C)N(C)C.CN(C)P(=O)(N(C)C)N(C)C.CN(C)P(=O)(N(C)C)N(C)C.CN(C)P(=O)(N(C)C)N(C)C.CN(C)P(=O)(N(C)C)N(C)C.CC#N.CC#N.CC#N

# 2
# C37H100O13

A cluster of 13 separate species, C37H100O13 in total at a distorted geometry (ωB97M-V/def2-TZVPD, OMol25).

Geometry as XYZ:
```
150
Properties=species:S:1:pos:R:3:mulliken_charge:R:1
C -0.38 1.70 4.39 -0.325
C -0.69 3.05 5.03 0.446
C -2.17 3.34 5.37 -1.158
O 0.04 3.22 6.24 -0.614
H 0.68 1.48 4.51 0.429
H -0.50 1.73 3.31 -0.331
H -0.99 0.90 4.81 0.151
H -0.38 3.79 4.29 0.144
H -2.74 3.67 4.50 0.166
H -2.16 4.17 6.07 0.433
H -2.68 2.50 5.85 0.225
H -0.21 2.46 6.79 0.368
C -5.11 -3.23 0.49 -1.554
C -4.39 -1.89 0.68 2.084
C -4.05 -1.24 -0.65 -0.951
O -5.28 -1.04 1.40 -0.638
H -5.37 -3.76 1.40 0.375
H -4.34 -3.84 -0.01 0.269
H -5.88 -3.20 -0.29 0.351
H -3.48 -2.10 1.27 -0.812
H -3.68 -0.22 -0.55 0.155
H -4.95 -1.28 -1.26 0.432
H -3.26 -1.79 -1.16 -0.128
H -5.02 -1.06 2.34 0.528
C -0.06 -0.38 1.14 0.356
C 0.69 0.64 0.26 0.671
C 0.40 0.37 -1.21 -0.881
O 0.25 1.99 0.56 0.630
H 0.36 -1.35 0.87 -0.739
H -1.07 -0.44 0.74 -0.402
H -0.04 -0.08 2.18 0.313
H 1.78 0.68 0.37 0.292
H 0.91 -0.56 -1.49 0.086
H 0.88 1.07 -1.88 0.087
H -0.67 0.21 -1.35 0.102
H 1.04 2.54 0.50 -0.478
C 5.34 4.17 -3.56 -1.693
C 4.63 3.26 -2.57 1.221
C 3.83 2.16 -3.32 -1.212
O 5.52 2.56 -1.70 -0.549
H 6.16 3.71 -4.13 0.366
H 5.73 4.98 -2.96 0.405
H 4.58 4.56 -4.24 0.373
H 3.95 3.89 -2.00 -0.254
H 4.56 1.50 -3.82 0.534
H 3.26 2.58 -4.15 0.258
H 3.29 1.49 -2.65 0.207
H 6.00 1.87 -2.16 0.366
C -3.37 1.79 1.76 0.075
C -3.11 3.03 0.88 1.289
C -4.25 4.03 1.04 -1.846
O -1.89 3.61 1.31 -0.545
H -3.13 2.04 2.79 -0.092
H -2.62 1.08 1.40 -0.587
H -4.42 1.52 1.65 0.535
H -3.05 2.81 -0.19 -0.182
H -4.21 4.48 2.03 0.333
H -5.23 3.65 0.78 0.393
H -4.05 4.90 0.39 0.458
H -1.13 3.05 1.09 0.203
C -0.92 -6.02 -0.50 -1.499
C 0.21 -5.39 -1.30 0.313
C -0.15 -3.97 -1.78 1.109
O 1.41 -5.32 -0.51 -0.493
H -1.78 -6.28 -1.12 0.404
H -1.34 -5.32 0.22 0.286
H -0.63 -6.97 -0.04 0.420
H 0.46 -5.95 -2.21 0.311
H -1.10 -3.87 -2.30 0.304
H 0.64 -3.57 -2.41 -1.518
H -0.24 -3.36 -0.87 -0.328
H 1.39 -6.19 -0.08 0.358
C 2.80 -4.30 -3.36 -1.559
C 1.95 -3.43 -4.28 2.446
C 2.65 -2.06 -4.43 -1.242
O 1.90 -3.92 -5.62 -0.599
H 3.86 -4.31 -3.62 0.500
H 2.32 -5.28 -3.33 0.404
H 2.68 -3.97 -2.33 0.190
H 1.01 -3.15 -3.79 -1.059
H 2.13 -1.40 -5.12 0.370
H 3.68 -2.18 -4.79 0.426
H 2.70 -1.60 -3.43 0.171
H 2.61 -4.55 -5.74 0.354
C 3.18 5.06 2.61 -1.389
C 2.48 5.12 1.25 0.831
C 2.78 6.25 0.25 -1.327
O 2.59 3.88 0.57 -0.459
H 2.66 4.37 3.26 0.245
H 3.24 6.05 3.08 0.437
H 4.25 4.84 2.56 0.284
H 1.40 5.25 1.41 0.196
H 3.87 6.29 0.13 0.374
H 2.48 7.26 0.55 0.382
H 2.26 6.00 -0.67 0.204
H 3.46 3.91 0.16 0.139
C -2.50 -0.52 -3.74 -0.518
C -1.60 -1.62 -4.28 2.007
C -2.19 -3.04 -4.34 -1.479
O -1.16 -1.23 -5.58 -0.677
H -1.94 0.41 -3.84 0.042
H -2.75 -0.75 -2.70 -0.406
H -3.43 -0.31 -4.26 0.494
H -0.67 -1.71 -3.70 -0.814
H -1.42 -3.77 -4.58 0.359
H -2.99 -3.16 -5.08 0.410
H -2.69 -3.30 -3.40 0.223
H -0.59 -1.93 -5.93 0.367
C 0.15 4.61 -2.06 -1.157
C -0.86 3.95 -3.02 0.548
C -0.29 3.81 -4.40 -1.299
O -1.25 2.67 -2.56 -0.263
H 0.32 5.66 -2.33 0.542
H 1.08 4.06 -1.91 0.115
H -0.38 4.73 -1.11 0.346
H -1.76 4.59 -3.00 0.271
H -0.51 4.73 -4.94 0.424
H -0.89 3.06 -4.93 0.361
H 0.74 3.47 -4.40 0.097
H -1.45 2.61 -1.62 -0.082
C 0.40 -3.72 2.41 -0.538
C 1.88 -3.39 2.63 0.664
C 2.65 -4.57 3.08 -1.519
O 2.35 -2.99 1.33 -0.296
H -0.14 -3.95 3.33 0.519
H 0.32 -4.55 1.71 0.198
H -0.13 -2.86 1.99 -0.295
H 2.02 -2.54 3.30 0.376
H 2.42 -5.40 2.40 0.177
H 2.45 -4.92 4.10 0.406
H 3.72 -4.39 3.03 0.373
H 1.78 -3.39 0.67 -0.062
C -3.35 -1.84 6.05 -1.631
C -3.24 -1.16 4.68 1.257
C -2.26 -1.86 3.74 -0.617
O -4.49 -1.23 4.01 -0.569
H -4.25 -1.46 6.54 0.436
H -2.53 -1.77 6.76 0.353
H -3.50 -2.92 5.92 0.374
H -2.88 -0.14 4.83 -0.503
H -1.95 -1.21 2.92 -0.694
H -2.63 -2.80 3.33 0.688
H -1.35 -2.12 4.28 0.534
H -5.18 -0.69 4.42 0.310
C 5.25 -1.06 0.59 -0.144
O 5.05 -2.07 1.59 -0.578
H 5.49 -1.62 -0.32 0.290
H 4.32 -0.52 0.35 -0.216
H 5.99 -0.33 0.91 0.287
H 4.10 -2.26 1.51 0.387
```

Frontier orbital gap   9.93 eV
Calculated total energy   -66605.9354 eV
Highest occupied orbital energy   -9.46 eV

> Among the records above, which one has the highest highest occupied orbital energy?

C36H99N18O5P5

> Which formula does entry 1 have?

C36H99N18O5P5